Run A
12
Properties=species:S:1:pos:R:3:nbo_charge:R:1 method="wB97M-V/def2-TZVPD" orbital_gap_ev="7.85 / 2.21" multiplicity=2 charge=+1 s_squared=0.755 e_lumo_ev="-3.996 / -9.638"
C -2.4655 2.7125 0.9516 -0.520
N -1.7147 1.9315 1.9370 -0.225
H -1.7480 3.4152 0.5621 0.260
H -3.5046 3.0677 1.3889 0.312
H -2.8032 2.2279 0.0182 0.337
H -0.7818 1.8992 1.5731 0.420
H -2.1803 1.1005 2.1772 0.416
C 3.0995 -3.5587 -2.0346 -0.032
N 2.3883 -2.8812 -1.2276 -0.623
H 2.6535 -3.8442 -3.0064 0.175
H 4.0626 -3.7386 -1.7543 0.152
H 2.9942 -2.3318 -0.5851 0.328

Run B
12
Properties=species:S:1:pos:R:3:nbo_charge:R:1 method="wB97M-V/def2-TZVPD" orbital_gap_ev="12.33 / 6.25" multiplicity=2 charge=+1 s_squared=0.757 e_lumo_ev="-3.338 / -8.777"
C 0.0695 -0.1775 -0.7493 -0.184
C -0.2187 0.1507 0.8166 -0.238
N 0.9570 0.1281 1.6541 -0.464
N -1.2453 -0.1322 -1.3997 -0.669
H 0.6106 -1.1223 -0.7972 0.231
H 0.6961 0.7002 -0.9685 0.227
H -0.8186 -0.6999 1.1571 0.256
H -0.7071 1.1094 1.0474 0.250
H 1.3368 -0.8197 1.6121 0.388
H 1.7171 0.7758 1.4447 0.401
H -1.1490 -0.7693 -2.1837 0.411
H -1.2485 0.8566 -1.6335 0.392

Stability, lowest: run A

Run A
20
Properties=species:S:1:pos:R:3:nbo_charge:R:1 method="wB97M-V/def2-TZVPD" smiles="N/C=N/C=C1/NCNC1=[NH2+]" orbital_gap_ev=7.47 charge=+1 e_lumo_ev=-3.581
N -2.8973 -2.3844 0.3309 -0.724
C -2.4868 -1.3895 -0.4192 0.355
N -1.3149 -0.8692 -0.2005 -0.620
C -0.5076 -0.2818 -1.1184 0.050
C 0.5545 0.4689 -0.6276 0.005
N 1.5873 1.0570 -1.3671 -0.574
C 2.5585 1.3554 -0.4549 -0.029
N 1.8191 1.6152 0.7301 -0.549
C 0.7194 0.8171 0.7436 0.494
N 0.0275 0.4235 1.7390 -0.718
H -3.8952 -2.4904 0.3463 0.405
H -2.3857 -2.7341 1.1169 0.412
H -3.1549 -1.1509 -1.2521 0.183
H -0.6783 -0.4555 -2.2102 0.209
H 1.8639 0.5997 -2.1831 0.402
H 3.3101 0.6334 -0.2279 0.166
H 3.0546 2.2929 -0.7215 0.199
H 2.4616 2.0795 1.4727 0.445
H 0.1416 0.6411 2.7308 0.429
H -0.7774 -0.2281 1.5721 0.459

Run B
20
Properties=species:S:1:pos:R:3:nbo_charge:R:1 method="wB97M-V/def2-TZVPD" orbital_gap_ev=8.01 charge=+1 e_lumo_ev=-3.958
C -0.2725 -1.4146 -0.1756 -0.102
C 1.0030 -1.0996 0.2486 0.311
C 2.0301 1.5167 0.1690 0.303
C -0.3565 0.7438 -0.1653 0.621
C -2.5253 -0.3563 -0.2663 -0.431
N 0.9264 0.4695 0.0833 -0.450
N -1.1022 -0.3680 -0.2782 -0.340
N 2.1459 -1.9175 0.2140 -0.832
N -0.7955 2.0156 -0.3769 -0.798
N 2.8323 1.8256 -0.8586 -0.766
H -0.6277 -2.5296 -0.0543 0.247
H -2.9126 -1.3136 0.0015 0.245
H -2.9928 0.3702 0.3543 0.228
H -3.0334 -0.1321 -1.1654 0.226
H 1.8905 -2.9447 0.2770 0.425
H 2.8230 -1.6114 -0.4991 0.396
H -0.2216 2.7050 0.1299 0.431
H -1.7805 2.2416 -0.5458 0.428
H 2.8236 2.8130 -0.8452 0.440
H 3.4345 1.2895 -1.5566 0.419

Stability, lowest: run B

Run A
24
Properties=species:S:1:pos:R:3:nbo_charge:R:1 method="wB97M-V/def2-TZVPD" smiles="C=CC.C=CC.NC=O" orbital_gap_ev=9.55 e_lumo_ev=0.830
C 0.8910 1.3900 1.4572 -0.467
C -0.4471 1.2177 1.6032 -0.163
C -1.0677 0.2315 2.5388 -0.653
H 1.5723 0.8447 2.0973 0.211
H 1.2774 2.3458 1.1275 0.214
H -1.1215 1.9659 1.2032 0.198
H -0.3267 -0.4750 2.9124 0.216
H -1.8660 -0.3250 2.0439 0.217
H -1.5143 0.7480 3.3904 0.227
C -1.2550 -0.7671 -2.0408 -0.400
C -0.6751 -0.8319 -0.8474 -0.180
C -0.2496 -2.1108 -0.1990 -0.655
H -1.3571 -1.6414 -2.6669 0.191
H -1.5881 0.1649 -2.4723 0.188
H -0.7580 0.0271 -0.1376 0.203
H -0.8953 -2.3386 0.6502 0.210
H 0.7686 -2.0243 0.1795 0.230
H -0.2874 -2.9399 -0.9040 0.215
N 1.3161 1.2381 -2.1222 -0.836
C 1.6589 0.2623 -1.2483 0.535
O 2.3530 -0.6849 -1.5103 -0.618
H 1.4277 1.0545 -3.1084 0.394
H 0.6855 1.9682 -1.8434 0.388
H 1.4585 0.6802 -0.1028 0.134

Run B
24
Properties=species:S:1:pos:R:3:nbo_charge:R:1 method="wB97M-V/def2-TZVPD" smiles="C=C(C)C(C)=O.CCN" orbital_gap_ev=8.99 e_lumo_ev=0.088
C 2.4760 0.2815 -1.2253 -0.351
C 1.6718 0.5813 -0.2083 -0.082
C 1.5779 1.9677 0.3579 -0.637
C 0.7621 -0.4246 0.4417 0.500
C 0.9200 -1.8742 0.0145 -0.703
O 0.3973 -0.2043 1.6307 -0.617
H 3.0815 1.0409 -1.6996 0.202
H 2.5959 -0.7214 -1.6028 0.199
H 2.2439 2.6535 -0.1581 0.213
H 0.5551 2.3437 0.2779 0.217
H 1.8269 1.9495 1.4192 0.236
H 0.6868 -1.9979 -1.0421 0.221
H 1.9401 -2.2115 0.1964 0.240
H 0.2374 -2.4917 0.5955 0.237
C -2.6101 -1.0328 -0.3884 -0.622
C -1.9485 0.3136 -0.1680 -0.131
N -2.0240 0.7339 1.1682 -0.829
H -3.6803 -0.9508 -0.1999 0.217
H -2.1947 -1.7669 0.2996 0.207
H -2.4526 -1.3828 -1.4076 0.204
H -2.2979 1.0726 -0.8705 0.198
H -0.7161 0.0644 -0.3431 0.124
H -1.8903 1.7385 1.2356 0.354
H -1.1582 0.3179 1.6766 0.403

Stability, lowest: run A

Run A
24
Properties=species:S:1:pos:R:3:nbo_charge:R:1 method="wB97M-V/def2-TZVPD" orbital_gap_ev=8.04 e_lumo_ev=0.954
C 1.7605 -0.6278 -2.1087 -0.652
C 0.5614 -0.6466 -1.1970 0.262
N -0.6102 -1.0781 -1.7454 -0.839
C 0.5860 -0.1127 0.0666 -0.228
C 1.7836 0.6509 0.5697 -0.619
C -0.6340 -0.1338 0.8865 0.341
C -0.5549 0.5000 2.2628 -0.649
C -1.9529 0.8281 -0.0037 -0.715
O -1.1513 -1.4391 0.9683 -0.727
H 2.1125 0.3915 -2.2727 0.226
H 1.5085 -1.0541 -3.0787 0.206
H 2.5826 -1.2066 -1.6865 0.226
H -1.4534 -0.8961 -1.1159 0.438
H -0.5267 -1.5800 -2.6192 0.394
H 2.0051 0.4054 1.6071 0.206
H 2.6775 0.4081 0.0031 0.215
H 1.6261 1.7311 0.5049 0.197
H -0.1783 1.5184 2.2074 0.221
H -1.5480 0.5232 2.7130 0.207
H 0.0917 -0.0875 2.9170 0.224
H -2.2802 0.7342 -1.0384 0.214
H -1.5913 1.8527 0.0718 0.205
H -2.8214 0.7216 0.6503 0.185
H -1.9929 -1.4028 1.4379 0.462

Run B
24
Properties=species:S:1:pos:R:3:nbo_charge:R:1 method="wB97M-V/def2-TZVPD" smiles="C=C(C)[C@@H](N)O.C=CC" orbital_gap_ev=10.14 e_lumo_ev=0.981
C 1.7334 -0.4375 1.2390 -0.423
C 1.3981 -0.1683 -0.0168 -0.016
C 1.6944 -1.0982 -1.1515 -0.655
C 1.0919 1.3853 -0.3998 0.223
N 0.8490 1.5166 -1.8046 -0.881
O 0.0774 1.9274 0.3749 -0.734
H 2.1750 -1.3810 1.5221 0.194
H 1.5257 0.2604 2.0358 0.204
H 2.4733 -0.7003 -1.8034 0.233
H 2.0378 -2.0665 -0.7913 0.212
H 0.8137 -1.1939 -1.7857 0.216
H 2.0066 1.9406 -0.1472 0.174
H 1.3199 2.3269 -2.1960 0.383
H -0.1182 1.3180 -2.0352 0.375
H -0.6312 1.2308 0.5083 0.487
C -2.5765 -0.3005 -0.5446 -0.386
C -1.6478 -0.5651 0.3598 -0.229
C -1.8761 -0.6657 1.8338 -0.668
H -3.5805 -0.0111 -0.2526 0.193
H -2.3828 -0.3770 -1.6018 0.198
H -0.5924 -0.8491 0.0237 0.226
H -2.4353 0.1850 2.2076 0.221
H -2.4330 -1.5726 2.0704 0.229
H -0.9223 -0.7042 2.3549 0.225

Stability, lowest: run B

Run A
17
Properties=species:S:1:pos:R:3:nbo_charge:R:1 method="wB97M-V/def2-TZVPD" orbital_gap_ev=9.08 e_lumo_ev=-0.253
N 1.8400 3.2099 0.0737 -0.285
C 1.3288 2.1605 -0.0408 0.260
C 0.9782 0.7570 -0.0053 -0.173
C 2.0334 -0.1570 0.0952 -0.162
C 1.7887 -1.5706 0.0852 -0.187
C 0.4887 -2.0645 -0.0427 -0.210
C -0.5247 -1.1169 -0.1828 -0.175
C -0.3001 0.3090 -0.2201 -0.017
C -1.3187 1.3425 -0.1739 -0.015
N -2.6211 1.3177 -0.0242 -0.084
O -3.1085 0.0269 0.1846 -0.583
H 3.0542 0.1942 0.1417 0.232
H 2.6177 -2.2689 0.1504 0.222
H 0.3158 -3.1868 -0.0163 0.234
H -1.5596 -1.4592 -0.3445 0.245
H -0.9865 2.3396 -0.2527 0.212
H -4.0265 0.1665 0.5727 0.487

Run B
17
Properties=species:S:1:pos:R:3:nbo_charge:R:1 method="wB97M-V/def2-TZVPD" smiles=c1ccc(-c2ncco2)nc1 orbital_gap_ev=9.57 e_lumo_ev=0.478
C 3.0246 -0.1721 0.0277 -0.248
C 2.3722 1.0348 0.3227 -0.190
C 0.9882 1.0135 0.2355 -0.202
C 0.2942 -0.1500 -0.1111 0.105
C -1.1896 -0.0962 -0.1021 0.459
N -1.9909 0.8025 -0.7993 -0.457
C -3.2963 0.3937 -0.4253 -0.111
C -3.2556 -0.6745 0.4094 0.020
O -1.9410 -0.9112 0.6148 -0.387
N 0.8991 -1.2862 -0.4578 -0.376
C 2.2645 -1.2661 -0.3735 0.005
H 4.2054 -0.1779 0.2339 0.235
H 2.9159 1.9536 0.4553 0.229
H 0.3464 2.0914 0.4805 0.243
H -4.2583 0.9731 -0.8202 0.227
H -3.9639 -1.2444 1.1037 0.229
H 2.5852 -2.2841 -0.7941 0.220

Stability, lowest: run A